C5H13NS in the gas phase in a non-equilibrium geometry. Source: OMol25; level of theory: ωB97M-V with the def2-TZVPD basis set.

Each line ends with the Mulliken charge.
CARTESIAN COORDINATES (ANGSTROEM)
H 0.9243 1.5567 1.6686  0.330
H -0.8294 -1.5808 -1.0496  0.356
H 1.4361 1.8083 -0.6659  0.284
C -0.8305 -0.6614 -0.4722  -0.887
C 0.2767 1.9948 0.9052  -0.929
H -0.7639 1.8509 1.1704  0.216
H 0.6685 -0.3871 -2.6374  0.337
N 0.5327 1.4130 -0.4295  -0.487
H -1.4563 0.0970 -0.9664  0.339
H 2.1753 0.2102 -1.9006  0.420
C -1.4634 -0.8596 0.8978  -0.577
C 0.5832 -0.0301 -0.4766  0.633
H -1.6035 0.0985 1.3856  0.163
H -2.4423 -1.3250 0.7473  0.427
H -1.3771 -2.9462 2.0115  0.120
C 1.3075 -0.4477 -1.7581  -1.557
H 1.1177 -0.5192 0.3580  0.300
H 1.7879 -1.4157 -1.6746  0.366
H 0.4836 3.0608 0.8502  0.375
S -0.5270 -1.9173 2.0363  -0.230

## Properties
multiplicity = 1
SMILES = CN[C@H](C)CCS
electronic energy = -651.22573 hartree
LUMO = 0.914 eV
HOMO energy = -0.3267 Eh
gap between HOMO and LUMO = 9.8 eV